{
  "formula": "C7H11NO3",
  "method": "the ωB97M-V functional and the def2-TZVPD basis",
  "e_lumo_ev": 0.69,
  "homo_lumo_gap_ha": 0.3941,
  "largest_force_ha_per_bohr": 0.0876,
  "de_lowest_ev": 1.777,
  "elements": ["C", "C", "C", "C", "C", "C", "C", "H", "H", "H", "H", "H", "H", "H", "H", "H", "H", "H", "N", "O", "O", "O"],
  "coordinates": [[0.9128, 2.3805, 0.9242], [-0.6057, 2.0722, 0.9823], [-0.7907, 0.5255, 1.2168], [-1.0599, -0.3921, -0.0168], [-1.3636, -2.4936, 1.0523], [0.0848, -0.5694, -0.9892], [1.3325, -1.9466, -2.4222], [1.1858, 2.2146, 1.9768], [1.4828, 1.7169, 0.2557], [1.0767, 3.4444, 0.6048], [-1.1055, 2.6176, 1.8111], [-1.2161, 2.3557, 0.1256], [0.0174, 0.0389, 1.6105], [-1.6605, 0.3562, 1.8042], [-1.7576, 0.1594, -0.6039], [1.1969, -3.0079, -2.6568], [2.1684, -1.8773, -1.7325], [1.6178, -1.1496, -3.2155], [-1.5149, -1.6477, 0.2516], [-1.1235, -3.3778, 1.7879], [1.0262, 0.2428, -1.0602], [0.0957, -1.6626, -1.7067]],
  "forces_ev_per_angstrom": [[-0.7738, 1.0172, 0.1077], [0.1142, -1.3950, 0.0726], [-1.4873, 0.8274, -2.2110], [0.9073, 2.6143, -1.4403], [1.3081, -1.7269, 1.6361], [3.6044, 2.6895, 0.2619], [0.3718, 0.9674, -0.1207], [0.6581, 0.3595, -0.3990], [-0.5283, 0.4028, 0.4843], [0.0456, -0.8842, 0.5550], [0.5782, -0.3782, -0.2291], [0.3528, 0.0440, -0.4508], [2.3461, -0.6003, 1.8999], [-0.6586, -0.1731, 0.8159], [-1.1054, 0.2868, -0.6532], [0.1849, 0.5887, -0.8262], [-0.0233, -0.0031, 0.3477], [-1.1015, -1.7270, 0.9055], [-2.1261, -0.9708, 0.1030], [-0.6376, 0.1817, -0.2356], [-1.9841, -1.5459, -0.0911], [-0.0457, -0.5746, -0.5326]]
}

{
  "formula": "C7H11NO3",
  "method": "the ωB97M-V functional and the def2-TZVPD basis",
  "e_lumo_ev": 0.41,
  "homo_lumo_gap_ha": 0.3483,
  "largest_force_ha_per_bohr": 0.0904,
  "de_lowest_ev": 6.318,
  "elements": ["C", "C", "C", "C", "C", "C", "C", "N", "O", "O", "O", "H", "H", "H", "H", "H", "H", "H", "H", "H", "H", "H"],
  "coordinates": [[0.1992, 1.9019, 0.9710], [0.5605, 0.4380, 0.7310], [-0.7898, -0.1689, 0.3049], [1.8467, 0.4659, -0.2496], [-1.5470, -0.9767, 1.3588], [-1.2627, 0.0750, -0.9078], [1.8780, 1.3886, -1.3908], [2.5774, -0.5726, -0.2562], [-0.0005, 2.4760, 2.0096], [2.2640, -1.5731, 0.7004], [3.5970, -0.7461, -0.9285], [-0.1000, 2.5198, 0.0109], [0.7728, -0.0741, 1.6676], [-2.1412, -1.6394, 0.8406], [-2.2135, -0.4598, 1.9705], [-0.8584, -1.5218, 2.0500], [-2.2681, -0.3659, -1.1084], [-0.9184, 0.7126, -1.6242], [2.8109, -1.6621, 1.5338], [2.6190, 2.1678, -1.3241], [0.8823, 1.8194, -1.4661], [2.0407, 0.8588, -2.2565]],
  "forces_ev_per_angstrom": [[-1.4431, 1.6538, -0.8100], [0.9900, 0.8433, -0.2070], [1.0859, 0.3053, -0.0625], [-4.3558, -0.4082, 1.5684], [2.9756, 0.0624, -0.1018], [-3.1305, -2.2396, 1.8408], [-0.8008, 1.1559, 1.3135], [2.6576, -0.6065, 1.4579], [0.5157, -0.7617, 0.0970], [-0.7350, -1.1130, 0.6586], [0.0203, -0.4073, -0.3294], [0.6974, -1.1805, 1.1564], [0.5481, 0.5111, -0.0171], [-1.2131, -1.8596, -1.0676], [-0.8779, 1.5750, 0.9785], [-0.4403, 0.2838, -0.7265], [0.8199, 0.4026, -0.1382], [1.3769, 1.3847, -1.7203], [0.0721, 1.0479, -1.7666], [0.2935, 0.3457, 0.1375], [0.2959, 0.3208, -0.1679], [0.6476, -1.3157, -2.0937]]
}

{
  "formula": "C7H11NP",
  "method": "the ωB97M-V functional and the def2-TZVPD basis",
  "e_lumo_ev": -3.61,
  "homo_lumo_gap_ha": 0.3417,
  "charge": 1,
  "largest_force_ha_per_bohr": 0.0490,
  "de_lowest_ev": 0.000,
  "elements": ["C", "C", "C", "C", "C", "C", "C", "N", "P", "H", "H", "H", "H", "H", "H", "H", "H", "H", "H", "H"],
  "coordinates": [[-2.9903, -0.6175, 0.1575], [-2.5553, 0.4336, 0.9793], [-1.9838, -1.3422, -0.5855], [-1.2114, 0.8138, 0.8129], [-0.6251, -1.0136, -0.5999], [-0.2289, 0.0805, 0.1614], [1.2556, 0.4631, 0.1956], [1.7259, 0.9708, -1.2107], [2.3803, -1.0473, 0.6269], [-4.0397, -0.9021, 0.3195], [-3.0764, 0.9980, 1.7596], [-2.3923, -2.2164, -1.1774], [-0.8268, 1.6846, 1.3029], [0.0744, -1.7160, -1.0935], [1.3510, 1.3144, 0.8447], [2.5387, 0.4342, -1.5524], [0.9751, 0.8318, -1.8734], [2.0944, 1.9650, -1.4706], [1.5963, -1.9253, 1.2791], [2.6654, -0.6863, 1.9134]],
  "forces_ev_per_angstrom": [[1.2278, 0.0223, 1.2253], [1.5447, -0.0025, -0.9879], [-2.2210, -0.5016, -0.5489], [0.7075, 0.0945, 0.7543], [-1.0353, -1.1192, 0.1785], [0.2734, 0.1575, -1.1640], [-0.9958, -0.3755, 0.1910], [1.5188, 1.3372, -1.3085], [1.0533, 1.1697, -1.1012], [0.6199, -0.3760, -0.7939], [-0.4962, -0.4150, -0.7498], [0.8714, 1.0635, 0.7221], [-0.1630, 0.4895, 0.5903], [-0.3983, 0.6162, 0.2150], [0.4621, 0.1565, 0.4192], [-0.4130, -0.4315, 0.2400], [-0.4511, -0.3056, -0.2972], [-1.1478, -1.5006, 1.6638], [-1.8244, -1.0559, -0.0438], [0.8672, 0.9765, 0.7956]]
}

{
  "formula": "C7H11O",
  "method": "the ωB97M-V functional and the def2-TZVPD basis",
  "e_lumo_ev": 1.86,
  "homo_lumo_gap_ha": 0.1523,
  "charge": -1,
  "largest_force_ha_per_bohr": 0.1263,
  "de_lowest_ev": 6.144,
  "elements": ["C", "O", "C", "C", "C", "C", "C", "C", "H", "H", "H", "H", "H", "H", "H", "H", "H", "H", "H"],
  "coordinates": [[-2.7930, -0.3931, -0.2142], [-3.9284, -0.6222, 0.4446], [-1.4661, -0.7910, 0.4917], [-0.2258, -0.9394, -0.4205], [1.0565, -0.8564, 0.3874], [1.3894, 0.5467, 0.9345], [3.5517, -0.1259, -0.3474], [2.2119, -0.0504, 0.0100], [-2.6835, 0.7367, -0.3462], [-2.7478, -0.8594, -1.2416], [-1.7345, -1.7244, 1.0157], [-1.1801, -0.0193, 1.1967], [-0.3308, -1.8811, -0.9686], [-0.1200, -0.0822, -1.0919], [1.8753, 1.2766, 1.5788], [-0.6466, 3.1849, -0.6757], [4.2212, 0.0898, 0.4746], [3.8269, -0.7095, -1.2139], [-0.2763, 3.2194, -0.0142]],
  "forces_ev_per_angstrom": [[-0.2511, 1.2414, -0.0915], [0.1415, -0.6113, 0.2874], [-0.1271, -0.3494, -0.2355], [-1.3134, -1.3003, 1.2750], [-1.1859, 6.2805, -1.1546], [0.6934, -3.9858, 0.6410], [-2.1526, 0.2540, 0.2632], [3.9884, -2.3668, -0.2941], [0.3278, -0.3037, -0.6243], [0.0793, 0.0822, -0.0587], [0.5061, 0.1949, -0.0119], [-0.3248, 0.0583, 0.5549], [0.3593, 0.2085, -0.1903], [-0.3005, -0.3377, -0.2604], [-1.2407, 0.4391, 0.1935], [0.2773, 0.0040, 0.5205], [0.5141, 0.7230, -0.5590], [0.2819, -0.2107, 0.2589], [-0.2729, -0.0202, -0.5142]]
}

{
  "formula": "C7H11O4PV",
  "method": "the ωB97M-V functional and the def2-TZVPD basis",
  "e_lumo_ev": [-16.73, -16.46],
  "homo_lumo_gap_ha": [0.2678, 0.2702],
  "charge": 3,
  "largest_force_ha_per_bohr": 0.2448,
  "spin_multiplicity": 3,
  "s2": 2.03,
  "elements": ["V", "O", "C", "C", "O", "C", "O", "C", "O", "H", "H", "C", "P", "C", "C", "H", "H", "H", "H", "H", "H", "H", "H", "H"],
  "coordinates": [[0.0435, 0.0526, -1.4033], [0.3616, 3.2033, -1.5304], [0.2304, 2.0319, -1.6089], [0.3062, -1.7314, -1.9833], [0.4509, -2.8707, -2.2652], [2.0853, 0.0825, -1.0715], [3.2554, 0.1126, -1.0277], [-1.8798, 0.0718, -1.5463], [-3.0524, 0.0591, -1.6058], [0.2067, 0.5719, -3.7337], [0.2138, -0.1935, -3.6672], [1.3705, 0.4702, 1.7299], [-0.1306, -0.0562, 0.8523], [-0.4455, -1.7261, 1.4677], [-1.4622, 0.9338, 1.5866], [2.2576, -0.0530, 1.3326], [1.2564, 0.2744, 2.8096], [1.4891, 1.5536, 1.5585], [-0.6030, -1.6904, 2.5458], [-1.3340, -2.1394, 0.9862], [0.4352, -2.3556, 1.3209], [-1.5129, 0.6835, 2.6590], [-1.1335, 1.9847, 1.5375], [-2.4085, 0.7305, 1.0566]],
  "forces_ev_per_angstrom": [[1.5148, 1.5412, -0.3759], [-0.8827, -7.7896, -0.6552], [1.0762, 10.6098, 0.3521], [1.4555, -12.0572, -3.3071], [-0.9114, 7.5261, 1.8293], [8.2921, 0.1732, -0.1505], [-6.7828, -0.1790, -0.1752], [-10.3334, -0.1613, -0.7512], [6.8937, 0.1042, 0.3280], [-0.0094, -0.0538, 0.1085], [-0.0088, 0.1599, -0.0311], [0.4915, 0.4070, -0.6479], [-0.1223, 0.1869, 4.3048], [0.1151, -0.9281, -0.9359], [0.0700, 0.5228, -0.5561], [-0.3180, 0.1525, 0.5683], [-0.0549, 0.0150, -0.3596], [0.1435, -0.2887, 0.2651], [-0.1369, 0.4680, 0.1525], [0.0607, -0.2706, 0.1481], [-0.1339, -0.1651, -0.2052], [-0.0859, -0.1919, -0.3501], [-0.5427, -0.1483, -0.1340], [0.2099, 0.3672, 0.5783]]
}

{
  "formula": "C7H11OP",
  "method": "the ωB97M-V functional and the def2-TZVPD basis",
  "e_lumo_ev": 0.70,
  "homo_lumo_gap_ha": 0.3198,
  "largest_force_ha_per_bohr": 0.1316,
  "de_lowest_ev": 4.723,
  "elements": ["C", "C", "C", "C", "C", "C", "C", "O", "P", "H", "H", "H", "H", "H", "H", "H", "H", "H", "H", "H"],
  "coordinates": [[1.5803, -0.0547, -0.2241], [1.1179, -1.2917, -0.0441], [0.4350, 1.0182, -0.2675], [-0.6798, -1.3618, -0.0487], [3.0353, 0.3455, -0.1539], [-1.1977, -1.1913, 1.3972], [-2.5201, 0.7518, -0.8849], [0.2732, -2.3348, -0.2679], [-0.7843, 0.0445, -1.2981], [0.0520, 1.2105, 0.6882], [0.8285, 1.9417, -0.7137], [3.6798, -0.3801, -0.0951], [3.2140, 1.1510, 0.6146], [3.2521, 0.7622, -1.2054], [-0.3550, -0.9774, 2.0614], [-1.8431, -2.0015, 1.5942], [-1.7330, -0.2298, 1.4542], [-2.5702, 1.0035, 0.2191], [-3.2076, -0.0599, -1.2648], [-2.5772, 1.6541, -1.5607]],
  "forces_ev_per_angstrom": [[-0.9276, -0.1774, 1.3236], [-2.5737, -0.0035, -0.6084], [1.6572, -0.4933, -2.0214], [1.4905, 2.7048, 0.6485], [-3.4777, 5.3863, -2.1657], [0.9860, 1.6515, -1.8291], [1.3099, -0.2315, -0.4162], [1.1504, -1.3119, 0.0670], [-0.6026, -0.4041, 0.4670], [-0.4385, 0.4240, 1.5694], [-0.3701, -0.0147, 0.0434], [3.2741, -4.3238, 0.9192], [-0.1137, -0.8282, -0.8420], [-0.1456, 0.0324, 1.5038], [-0.0182, -0.9467, 0.2702], [-0.5507, -0.8873, 0.9890], [-0.2555, -0.6169, -0.1228], [-0.4899, -0.2276, -1.5290], [0.3991, 1.1062, 0.7718], [-0.3033, -0.8383, 0.9616]]
}

{
  "formula": "C7H11OP",
  "method": "the ωB97M-V functional and the def2-TZVPD basis",
  "e_lumo_ev": 0.14,
  "homo_lumo_gap_ha": 0.3375,
  "largest_force_ha_per_bohr": 0.0861,
  "de_lowest_ev": 0.330,
  "elements": ["C", "C", "C", "C", "C", "C", "C", "O", "P", "H", "H", "H", "H", "H", "H", "H", "H", "H", "H", "H"],
  "coordinates": [[-1.2905, -0.9090, 0.8081], [0.0384, -1.0605, 0.8774], [-0.9159, 0.3007, -1.1844], [-1.8043, -0.1831, -0.3273], [-3.2555, -0.0781, -0.6195], [2.9441, 0.4144, 0.8794], [1.8792, 1.1317, 0.0470], [1.4946, -1.1540, -1.5178], [0.7812, -0.2419, -0.6651], [-1.9499, -1.3112, 1.5559], [0.8204, -1.4152, 1.5136], [-1.1568, 0.7504, -2.1380], [-3.9160, -0.0450, 0.3414], [-3.4168, -1.0350, -1.1522], [-3.3471, 0.7295, -1.3346], [2.6604, -0.6473, 0.8058], [3.9279, 0.6787, 0.5904], [2.9675, 0.7064, 1.9879], [2.3233, 1.5599, -0.9819], [1.2156, 1.8087, 0.5140]],
  "forces_ev_per_angstrom": [[1.4847, -1.0498, 1.6738], [0.5425, 1.6196, -2.2783], [1.9785, -0.0118, -0.2284], [-0.3897, 0.8258, -0.6598], [-0.5367, -1.1219, 1.2384], [-1.3033, 0.3389, 2.0629], [0.2414, -1.0047, -3.7606], [1.6001, -1.6519, -2.0171], [-2.5677, 1.8855, 3.0777], [-0.3838, -0.0347, 0.2185], [-0.6346, -0.6993, 0.9772], [-0.0122, 0.1465, 0.1145], [1.0583, 0.2034, -1.9507], [-0.7166, 0.3919, 0.2444], [-0.7833, 0.1936, 0.1887], [1.2985, 0.1691, 0.2529], [0.9440, -0.3760, -0.7844], [-0.6172, -0.3802, -1.4257], [-0.8849, -0.4969, 2.4475], [-0.3180, 1.0527, 0.6084]]
}

{
  "formula": "C7H12",
  "method": "the ωB97M-V functional and the def2-TZVPD basis",
  "e_lumo_ev": 1.10,
  "homo_lumo_gap_ha": 0.3643,
  "largest_force_ha_per_bohr": 0.0037,
  "de_lowest_ev": 2.003,
  "elements": ["C", "C", "C", "C", "C", "C", "C", "H", "H", "H", "H", "H", "H", "H", "H", "H", "H", "H", "H"],
  "coordinates": [[0.1180, 1.9232, -0.3306], [-0.0191, 0.9961, -1.5017], [-0.8536, -0.0439, -1.6321], [1.7514, -1.3511, 0.5570], [1.7318, -0.9614, 1.8271], [-1.8186, -0.4903, 0.6574], [-1.8571, -0.5426, -0.6774], [0.4854, 2.9034, -0.6517], [-0.8335, 2.0587, 0.1952], [0.8423, 1.5223, 0.3913], [0.6409, 1.1994, -2.3449], [-0.8206, -0.5881, -2.5757], [0.8377, -1.6008, 0.0228], [2.6819, -1.4280, -0.0010], [0.8003, -0.8924, 2.3852], [2.6403, -0.7043, 2.3661], [-0.9831, -0.0601, 1.2025], [-2.6298, -0.9061, 1.2499], [-2.7145, -1.0339, -1.1393]],
  "forces_ev_per_angstrom": [[-0.0311, 0.0092, 0.0433], [-0.0712, -0.1315, -0.0313], [0.0987, 0.1139, -0.0047], [-0.0077, 0.0408, 0.1772], [0.0069, -0.0799, -0.1452], [0.0245, 0.0287, -0.1422], [-0.0343, 0.0261, 0.1509], [-0.0763, -0.1564, 0.0381], [0.1230, -0.0477, -0.0711], [-0.1109, 0.0694, -0.0968], [-0.0875, -0.0544, 0.1178], [-0.0132, 0.0995, 0.1121], [0.1398, 0.0335, 0.1110], [-0.1234, 0.0236, 0.0986], [0.1491, -0.0228, -0.0866], [-0.1059, -0.0381, -0.1009], [-0.1204, -0.0458, -0.1384], [0.1254, 0.0677, -0.1076], [0.1145, 0.0643, 0.0758]]
}

{
  "formula": "C7H12",
  "method": "the ωB97M-V functional and the def2-TZVPD basis",
  "e_lumo_ev": 1.16,
  "homo_lumo_gap_ha": 0.4032,
  "largest_force_ha_per_bohr": 0.0044,
  "de_lowest_ev": 1.278,
  "elements": ["C", "C", "C", "C", "C", "C", "C", "H", "H", "H", "H", "H", "H", "H", "H", "H", "H", "H", "H"],
  "coordinates": [[0.7272, 2.3097, -0.9642], [0.3553, 1.1539, -0.0530], [-0.9299, 0.3420, -0.3454], [-0.1819, -0.8716, 0.1934], [-0.4894, -1.4922, 1.5193], [-0.5764, -2.3073, 0.2507], [1.1431, -0.1810, -0.1183], [-0.1174, 3.0001, -1.0801], [1.0065, 1.9519, -1.9626], [1.5713, 2.8826, -0.5646], [0.3165, 1.4849, 0.9923], [-1.8627, 0.6425, 0.1446], [-1.0981, 0.2611, -1.4277], [-1.4165, -1.2113, 2.0129], [0.3379, -1.6918, 2.1970], [-1.5670, -2.5753, -0.1090], [0.1826, -3.0674, 0.0851], [1.4734, -0.3823, -1.1471], [1.9819, -0.3358, 0.5682]],
  "forces_ev_per_angstrom": [[0.0154, 0.0250, -0.0372], [0.0034, 0.1568, 0.0031], [-0.1661, 0.0224, -0.0291], [-0.0179, -0.0659, 0.0380], [-0.0169, 0.0698, 0.2147], [-0.0102, -0.1436, -0.1560], [0.1506, -0.0641, 0.0274], [0.1354, -0.0837, 0.0380], [-0.0853, 0.0329, 0.1262], [-0.0796, -0.1002, -0.0771], [0.0226, -0.0146, -0.1529], [0.1532, -0.0438, -0.0482], [0.0205, 0.0022, 0.1357], [0.1139, -0.0612, -0.0846], [-0.1216, 0.0187, -0.1354], [0.1590, 0.0453, 0.0424], [-0.0897, 0.1374, 0.0018], [-0.0625, 0.0257, 0.1647], [-0.1242, 0.0410, -0.0715]]
}

{
  "formula": "C7H12",
  "method": "the ωB97M-V functional and the def2-TZVPD basis",
  "e_lumo_ev": 1.20,
  "homo_lumo_gap_ha": 0.3899,
  "largest_force_ha_per_bohr": 0.0381,
  "de_lowest_ev": 1.986,
  "elements": ["C", "C", "C", "C", "C", "C", "C", "H", "H", "H", "H", "H", "H", "H", "H", "H", "H", "H", "H"],
  "coordinates": [[2.3473, 0.4806, -0.6511], [1.1585, -0.4786, -0.7241], [0.2424, -0.3341, 0.4807], [-0.4651, 1.0359, 0.7200], [-1.7297, 0.2572, 0.8856], [-2.0627, -0.4374, -0.4139], [-1.1266, -1.0730, 0.5679], [3.0063, 0.3664, -1.5181], [2.9462, 0.3024, 0.2502], [2.0136, 1.5252, -0.6226], [0.5970, -0.2909, -1.6491], [1.5187, -1.5134, -0.7820], [0.7979, -0.5811, 1.3918], [-0.5081, 1.7137, -0.1428], [-0.1426, 1.5878, 1.6002], [-2.5218, 0.3864, 1.6211], [-3.1216, -0.3439, -0.3166], [-1.6479, -0.1160, -1.3692], [-1.2617, -2.0194, 1.0833]],
  "forces_ev_per_angstrom": [[0.0454, 0.0390, 0.0024], [-0.0348, -0.0793, -0.0513], [0.2637, -0.1167, -0.0353], [0.3152, 0.2050, 0.0959], [-0.1649, 0.4896, 0.3592], [0.2264, 0.7454, 0.2062], [0.0344, -0.1533, 0.0319], [-0.0917, 0.0145, 0.1241], [-0.0945, 0.0046, -0.1214], [0.0277, -0.1734, -0.0015], [0.0506, -0.0289, 0.1348], [-0.0454, 0.0995, -0.0142], [0.0052, -0.0154, -0.1110], [0.1613, -0.0547, 0.2068], [0.2711, -0.0485, -0.0022], [0.0832, 0.3222, -0.3103], [-0.8230, -1.6628, -0.6348], [-0.1794, 0.2854, 0.2942], [-0.0506, 0.1276, -0.1734]]
}